Below is C24H36AsCa2F9NO20 as an isolated structure in a non-equilibrium geometry, with properties calculated with wB97M-V/def2-TZVPD.

Calculated values
**ΔE to the lowest compared entry with this formula, charge and spin**: 6.117 eV
**Frontier orbital gap**: 5.868 eV
**Total charge**: +1
**Max |F|**: 5.1 eV/A
**Highest occupied orbital energy**: -10.6 eV

XYZ file:
```
93
C24H36AsCa2F9NO20 | the OMol25 dataset | wB97M-V/def2-TZVPD
H -1.733 6.657 4.806
H 3.598 3.276 -0.103
O -3.320 0.325 -2.260
F -0.988 -3.727 -2.087
H -1.107 4.384 4.847
H 0.017 -3.449 -7.010
O -2.335 3.504 2.306
O -1.594 0.790 -3.566
H -4.755 1.510 -1.555
C 0.698 -0.022 -0.722
C -1.376 4.855 3.902
F -1.079 -1.709 -2.477
H -1.540 6.858 3.076
O 2.845 6.276 1.068
C -1.133 6.349 3.950
H -5.005 -0.062 0.692
C -4.022 0.873 -1.060
O 0.801 7.074 0.930
H -3.146 5.394 2.853
H -2.002 0.050 4.950
O 1.064 -5.306 -3.273
H 2.103 0.986 0.775
O 0.755 -6.362 -5.241
H 1.235 -2.097 -2.360
C 1.718 6.542 0.383
O 1.875 6.098 -0.874
C -0.596 -2.529 -1.595
C -1.220 -1.809 4.707
H -0.193 -7.071 -6.891
C -0.913 -4.016 -7.046
H 4.102 3.704 1.589
H -1.956 -2.600 4.854
O -0.258 3.067 1.170
C -2.620 4.525 3.249
H 0.449 0.124 -1.774
O 5.738 0.700 -1.064
H 1.410 2.026 -0.370
O 1.173 -1.309 -0.424
H -3.266 0.129 2.543
C 0.992 -2.403 -1.343
Ca 2.934 -2.058 1.041
C 3.412 3.904 0.769
F 1.056 -7.207 2.870
C -0.877 -5.180 -6.084
H -1.860 -5.651 -6.058
O 1.280 -0.969 2.448
O 4.315 -0.696 -0.261
O 6.388 -1.090 -0.235
H -3.276 4.287 4.086
O 1.895 -3.401 -0.849
H 4.719 5.718 0.303
F 1.233 -5.072 4.361
H 2.972 4.684 -1.697
F -1.286 -2.368 -0.444
O -0.556 -0.041 3.476
C 0.479 -5.436 -4.358
H -1.812 -3.456 -6.790
H -2.202 -1.146 2.004
H -0.699 -1.623 5.646
H 0.903 -5.702 -7.262
H 2.564 0.948 -1.007
N 5.463 -0.335 -0.503
C 0.248 -6.149 -6.513
O -0.105 -2.222 3.888
F -0.270 -5.057 2.240
C -0.978 3.608 2.035
O -1.959 1.917 -1.516
C -2.699 -0.738 2.883
F 1.758 -5.822 0.846
H 3.753 6.300 -1.531
H -3.819 -1.176 -0.075
H -0.155 6.819 4.053
C 0.356 -1.042 3.242
C -2.855 1.592 -0.479
O -0.407 -4.647 -4.885
H -0.237 0.257 -0.235
C -2.230 1.067 -2.607
H 2.398 3.766 1.144
H -2.270 0.991 0.217
F 3.305 -5.793 2.777
H -3.494 -1.392 3.243
H -3.253 2.526 -0.082
Ca 2.417 -5.728 -1.329
C 3.701 5.328 0.300
F 1.967 -3.596 2.342
C 3.070 5.579 -1.082
C 1.770 1.003 -0.263
O -0.438 4.516 2.886
As 1.496 -5.405 2.597
C -1.747 -0.550 4.077
H -5.272 -0.882 -0.880
C -4.544 -0.380 -0.243
H -0.965 -4.405 -8.063
```



Below is a 2-piece molecular cluster, C2H9NO2 overall, with properties calculated with wB97M-V/def2-TZVPD.

Calculated values
**ΔE to the lowest compared entry with this formula, charge and spin**: 0.300 eV
**Frontier orbital gap**: 9.761 eV
**Total charge**: 0
**Max |F|**: 1.0 eV/A
**Highest occupied orbital energy**: -8.9 eV
**SMILES**: CNCO.O

XYZ file:
```
14
C2H9NO2 | the OMol25 dataset | wB97M-V/def2-TZVPD
H 2.037 -0.760 -2.131
N 0.237 -0.572 -1.007
H 0.906 0.404 -2.746
C 0.232 0.771 -0.415
O -1.885 -0.283 3.473
C 0.962 -0.586 -2.266
H -1.211 0.716 0.938
H -0.929 -0.218 3.626
H -0.381 1.409 -1.052
H 1.247 1.167 -0.356
O -0.243 0.734 0.900
H -2.245 -0.294 4.368
H 0.591 -1.297 -2.993
H 0.682 -1.192 -0.341
```



Below is a 2-piece molecular cluster, C16H39Cl2N4O2P2 overall in a non-equilibrium geometry, with properties calculated with wB97M-V/def2-TZVPD.

Calculated values
**Frontier orbital gap**: 6.723 eV
**Total charge**: +1
**Max |F|**: 8.7 eV/A
**Highest occupied orbital energy**: -10.1 eV

XYZ file:
```
65
C16H39Cl2N4O2P2 | the OMol25 dataset | wB97M-V/def2-TZVPD
H -4.041 -0.155 2.346
H 4.822 -0.938 -1.889
H 3.230 -4.096 -2.903
C 5.824 -1.447 1.338
C -4.110 3.496 -1.586
H -5.781 3.759 1.146
N -4.903 1.195 0.915
H 3.243 -1.159 0.526
H -4.826 2.849 -2.107
H -1.089 1.394 2.138
H 0.399 0.921 -0.737
H -3.117 3.275 -1.987
C 3.619 -0.288 -0.096
C 5.006 -0.550 -0.829
H 3.767 0.571 0.644
H 2.286 -2.637 -3.507
O 5.039 -3.747 -0.167
P -3.343 1.930 0.488
N 5.906 -1.513 -0.142
H 6.128 -2.768 -2.853
H 2.633 1.192 -1.404
H 2.403 -0.489 -2.046
H -6.747 0.448 0.173
H -0.910 -1.408 -1.321
C 2.433 0.111 -1.090
P 0.098 -1.476 -0.299
H -6.295 1.973 -0.509
H 4.858 -1.943 1.707
C -4.701 -0.166 1.478
H -4.263 -0.839 0.734
C 6.649 -3.221 -1.947
C -5.003 4.244 0.548
O -1.954 2.468 0.092
H 1.480 -4.813 -1.616
Cl 0.170 -4.299 0.642
H -1.231 3.133 2.473
C 1.127 -3.053 -0.347
H -4.324 4.530 -1.870
H 6.666 -2.037 1.835
H 7.693 -2.785 -1.796
Cl -0.199 -3.611 -2.838
C 1.073 0.127 -0.258
H 6.788 -4.341 -2.073
C -3.890 2.895 3.100
C -5.884 1.021 -0.173
H -5.446 0.504 -1.032
N -4.162 3.290 -0.144
H 5.591 0.422 -0.950
H -3.727 2.562 4.131
H -1.618 1.930 3.712
H 5.833 -0.373 1.705
H 1.289 0.492 0.790
H -0.639 -1.523 0.941
H -5.648 -0.589 1.821
H -4.407 4.896 1.192
H 2.134 -2.985 0.164
H -3.646 3.961 3.060
N -3.072 2.123 2.180
C 5.769 -2.869 -0.656
C 2.630 -3.196 -2.571
C -1.688 2.154 2.645
C 1.322 -3.697 -1.790
H -5.541 4.901 -0.140
H -4.958 2.763 2.932
H 3.258 -2.517 -1.922
```



Below is C18H17AsCl3NO2PdS as an isolated structure in a non-equilibrium geometry, with properties calculated with wB97M-V/def2-TZVPD.

Calculated values
**ΔE to the lowest compared entry with this formula, charge and spin**: 0.863 eV
**Frontier orbital gap (alpha / beta)**: 6.269 / 6.268 eV
**Total charge**: 0
**Max |F|**: 1.1 eV/A
**Highest occupied orbital energy (alpha / beta)**: -7.7 / -7.7 eV

XYZ file:
```
44
C18H17AsCl3NO2PdS | the OMol25 dataset | wB97M-V/def2-TZVPD
H 0.861 6.415 1.938
S 1.154 2.771 -1.248
H -2.997 -0.382 -2.028
H 2.239 2.704 3.559
C 1.131 5.375 1.812
H -1.158 -0.159 1.643
C 1.913 3.302 2.719
C 0.996 4.772 0.572
C -2.075 0.174 -2.189
O 1.698 0.427 2.086
Cl 5.935 -1.298 -0.289
H -5.129 -4.617 0.775
Pd 1.446 0.609 -0.852
H -0.481 -2.390 -2.048
C 3.974 -0.896 -1.984
H -3.292 -4.098 2.349
As -0.781 -0.267 -0.834
C -4.228 -4.138 0.419
C -1.752 0.122 0.774
H -2.824 -2.969 -2.430
H -2.704 -0.407 0.745
C 1.584 4.634 2.894
C 1.354 3.440 0.382
Cl 6.224 -1.457 -3.185
H 0.609 5.337 -0.267
H -2.273 1.244 -2.127
Cl 5.686 1.096 -1.899
N 2.847 -1.080 -2.092
C -2.042 -3.232 0.848
H -1.906 1.202 0.792
H 0.225 -2.523 -0.439
H -1.241 -3.006 1.541
C 5.420 -0.629 -1.830
C -0.665 -2.207 -0.987
C 2.246 1.243 1.349
H -4.884 -4.053 -1.622
C -2.933 -3.206 -1.378
H -1.664 -0.055 -3.171
C -4.092 -3.819 -0.924
C 1.829 2.700 1.469
H 1.665 5.091 3.871
C -3.198 -3.845 1.302
O 3.184 0.976 0.479
C -1.899 -2.902 -0.498
```



Below is C23H27BN9O5PmS6Sb as an isolated structure, with properties calculated with wB97M-V/def2-TZVPD.

Calculated values
**ΔE to the lowest compared entry with this formula, charge and spin**: 0.000 eV
**Multiplicity**: 6
**Frontier orbital gap (alpha / beta)**: 5.827 / 4.880 eV
**Total charge**: -2
**Max |F|**: 0.7 eV/A
**Highest occupied orbital energy (alpha / beta)**: -2.0 / -1.9 eV
**Expectation value of S²**: 8.7805

XYZ file:
```
73
C23H27BN9O5PmS6Sb | the OMol25 dataset | wB97M-V/def2-TZVPD
O -0.469 -0.832 -0.933
H 0.941 2.843 -3.458
C 3.562 -1.259 1.636
C -1.376 -3.639 0.462
C 2.082 -5.803 -0.621
C 1.194 -7.015 0.972
H 0.490 -3.043 -4.545
C 2.089 -2.275 -3.174
S 1.710 4.423 0.816
N 2.336 -2.832 0.849
C 3.469 -3.418 1.275
S 2.019 2.685 1.698
S 2.220 1.328 -2.155
S -2.185 1.806 1.150
O -3.307 0.966 1.515
H -1.944 -1.304 2.651
H 2.770 -1.696 -3.780
H 3.282 3.221 -1.195
H -3.728 8.027 -0.132
C 4.294 -2.443 1.788
H -3.215 0.422 -0.823
C -4.471 7.367 0.316
H -5.344 7.340 -0.339
C 0.865 2.464 -2.438
H -3.393 -3.161 1.223
C 3.526 2.552 -2.022
B 1.178 -3.497 0.100
C -1.504 -0.547 -1.632
C -3.909 5.987 0.531
C -2.012 4.506 0.751
H -0.413 -4.101 -2.203
N 1.294 -3.137 -1.398
H 0.903 3.264 -1.696
C -4.753 4.903 0.748
H 0.876 -7.802 1.639
S 1.163 0.160 3.724
Pm 0.451 0.217 0.924
H -1.858 6.604 0.379
C -4.242 3.632 0.970
O -1.956 -1.183 -2.579
H 4.452 2.014 -1.827
H 5.264 -2.569 2.237
C -2.871 3.439 0.968
N 2.298 -2.373 -1.871
N 0.770 -5.779 1.173
H -1.473 -4.467 -0.218
H 3.598 3.097 -2.964
N -1.459 1.428 -0.176
C -2.233 0.734 -1.192
C 0.464 -3.509 -2.394
C -2.533 5.771 0.538
H 3.605 -4.484 1.194
H -5.828 5.055 0.747
H -2.400 1.359 -2.077
C 0.937 -2.976 -3.568
S 3.064 2.922 5.440
H -0.050 1.887 -2.318
H -0.941 4.346 0.766
H 2.528 -7.963 -0.563
C 2.037 -7.097 -0.152
Sb 1.161 2.486 4.238
O 2.061 0.835 -0.752
C -2.333 -2.981 1.205
N 1.317 -5.040 0.190
H -4.784 7.814 1.263
H 3.806 -0.258 1.955
N -0.310 -2.106 1.632
N 2.393 -1.502 1.067
O -1.098 1.901 2.126
H -4.890 2.784 1.147
N -0.177 -3.099 0.728
C -1.604 -2.032 1.928
H 2.595 -5.367 -1.463
```



Below is an isolated ion of composition C6H12NO4 and charge -1 in a non-equilibrium geometry, with properties calculated with wB97M-V/def2-TZVPD.

Calculated values
**ΔE to the lowest compared entry with this formula, charge and spin**: 4.989 eV
**Frontier orbital gap**: 6.094 eV
**Total charge**: -1
**Max |F|**: 3.3 eV/A
**Highest occupied orbital energy**: -2.4 eV
**SMILES**: C[C@@H](C(=O)O)C(C)(C)O[N-]O

XYZ file:
```
23
C6H12NO4 | the OMol25 dataset | wB97M-V/def2-TZVPD
H -0.445 -1.410 -1.077
H -1.043 0.820 2.095
H -2.151 0.923 0.592
C -0.260 1.060 -1.222
H 0.354 -0.640 1.727
C 0.119 0.844 0.293
H 3.320 -1.909 0.895
H 2.744 0.574 -1.184
H -0.077 -2.606 0.096
H -1.044 2.360 1.286
O 1.149 1.687 0.772
H 0.791 1.098 -1.704
H -0.645 2.020 -1.499
H -1.558 -1.787 0.321
C 1.781 -1.018 0.086
O 2.370 -1.872 1.104
O 3.047 1.451 -0.586
C -0.514 -1.684 -0.060
O 2.191 -1.012 -1.077
H -0.936 0.152 -1.377
C -1.098 1.295 1.138
N 2.474 1.221 0.695
C 0.401 -0.646 0.581
```



Below is a 9-piece molecular cluster, C54H113Br2N10 overall in a non-equilibrium geometry, with properties calculated with wB97M-V/def2-TZVPD.

Calculated values
**Frontier orbital gap**: 6.580 eV
**Total charge**: +5
**Max |F|**: 3.8 eV/A
**Highest occupied orbital energy**: -15.9 eV

XYZ file:
```
179
C54H113Br2N10 | the OMol25 dataset | wB97M-V/def2-TZVPD
H 33.539 -15.588 11.194
H 35.139 -17.098 7.923
C 24.019 -15.381 7.236
H 31.969 -12.496 4.824
H 24.064 -8.348 2.609
H 23.244 -10.500 1.630
H 28.953 -20.945 7.635
C 34.290 -14.803 11.064
H 25.716 -19.245 4.508
C 30.968 -12.409 5.247
H 31.403 -18.100 5.313
C 33.724 -14.809 5.707
H 34.992 -16.331 4.359
H 22.221 -13.494 -0.148
C 29.677 -12.940 3.069
C 23.622 -14.320 4.998
N 22.892 -14.580 3.906
C 21.729 -12.522 -0.231
H 29.106 -21.671 4.716
N 27.355 -20.532 5.007
C 25.651 -7.726 -0.134
H 33.353 -14.165 6.498
H 31.839 -10.144 9.892
C 34.962 -16.110 7.501
H 24.263 -10.531 -1.242
H 26.992 -10.595 9.101
C 31.363 -10.323 -0.347
C 34.554 -16.977 5.118
C 28.965 -21.167 1.894
C 32.078 -9.073 0.256
H 34.145 -11.022 0.875
H 27.109 -8.894 7.171
H 30.337 -10.473 -0.017
H 34.242 -8.743 4.369
N 29.437 -12.171 9.846
H 25.997 -6.511 1.600
H 35.961 -14.385 9.852
H 32.837 -16.932 3.698
H 25.864 -8.332 2.837
H 27.728 -17.237 2.608
C 29.530 -15.587 1.611
C 29.016 -11.238 10.984
C 22.812 -16.327 5.198
H 23.335 -14.642 9.247
C 22.344 -15.850 4.007
H 30.656 -13.318 2.767
H 28.032 -10.856 10.728
C 23.855 -11.140 -0.429
N 34.002 -16.205 6.292
C 35.712 -10.723 3.186
Br 28.008 -12.767 -1.076
C 27.131 -19.791 2.891
C 22.993 -14.988 8.271
H 34.445 -14.182 8.252
H 22.689 -12.102 -2.033
C 33.854 -10.256 1.575
C 25.854 -10.814 1.924
H 26.143 -20.304 6.673
H 29.053 -11.552 4.616
C 33.812 -9.058 3.433
H 28.909 -11.798 11.911
H 27.861 -13.386 10.458
N 23.510 -15.354 5.868
H 23.160 -12.747 2.868
H 26.330 -11.489 1.216
H 30.705 -13.352 5.737
H 32.896 -14.981 5.022
C 26.017 -15.106 2.809
H 26.095 -16.885 4.163
C 27.294 -11.469 8.518
H 27.092 -9.138 0.544
H 29.121 -12.601 2.193
H 21.593 -16.256 3.351
H 29.334 -20.344 1.282
H 25.638 -14.189 3.264
C 26.809 -11.082 7.072
H 31.911 -16.070 6.607
C 27.904 -16.390 3.267
H 29.918 -9.370 10.347
H 28.717 -16.628 3.961
H 36.547 -10.329 2.609
H 34.850 -14.816 12.002
H 32.078 -11.145 11.367
H 30.347 -15.913 2.256
H 31.443 -8.200 0.368
H 26.916 -21.748 6.631
C 28.896 -13.555 10.177
H 24.396 -6.543 1.207
H 26.574 -12.194 8.901
H 26.859 -19.546 1.877
C 32.686 -16.836 6.671
C 25.255 -7.215 1.212
H 26.699 -15.497 4.898
C 23.794 -10.153 0.752
N 32.867 -9.363 1.471
N 28.478 -15.138 2.595
H 27.065 -11.932 6.433
H 30.986 -11.758 6.126
H 35.801 -15.619 7.008
H 26.389 -7.210 -0.747
H 33.761 -13.851 11.130
H 25.928 -9.773 -0.752
H 28.622 -19.216 6.985
H 29.520 -13.966 10.968
C 22.542 -11.549 -1.106
C 26.643 -15.972 3.916
H 32.638 -17.302 7.652
H 23.224 -9.242 0.558
C 26.086 -9.158 0.128
C 25.038 -8.444 2.139
C 32.931 -8.500 2.569
H 21.560 -13.351 2.873
C 22.599 -13.677 2.810
H 34.598 -14.448 5.175
H 26.564 -9.450 5.721
H 28.356 -9.680 6.287
H 26.986 -15.279 0.923
H 28.314 -21.773 1.266
Br 29.153 -15.653 7.037
H 24.542 -11.976 -0.292
H 22.705 -17.302 5.648
H 35.683 -16.167 10.114
H 24.440 -16.375 7.397
H 31.395 -10.340 -1.435
H 28.964 -12.632 7.857
C 30.123 -10.176 11.050
C 29.992 -11.877 4.170
H 33.430 -15.559 8.835
H 27.227 -13.710 1.654
H 21.501 -12.098 0.750
H 25.335 -11.178 2.807
C 27.288 -9.731 6.487
H 32.827 -8.809 -0.491
H 22.714 -14.311 1.934
C 34.444 -15.214 8.611
H 30.543 -11.111 3.625
C 33.296 -17.569 4.448
H 26.777 -10.382 2.329
H 21.948 -10.673 -1.367
H 24.909 -14.748 7.204
H 22.357 -15.855 8.448
C 28.242 -20.167 7.359
H 29.387 -14.780 4.380
C 26.584 -19.783 4.167
C 28.780 -11.785 8.525
H 27.899 -13.808 4.065
H 29.093 -16.377 1.009
C 28.336 -21.057 4.276
C 27.162 -14.774 1.871
H 29.366 -11.014 8.020
C 27.132 -20.695 6.433
H 24.244 -13.466 5.208
H 24.777 -7.696 -0.793
H 31.970 -11.198 -0.102
N 34.457 -10.088 2.759
H 31.369 -13.015 10.335
H 32.241 -7.676 2.639
H 35.299 -17.726 5.376
H 35.906 -10.502 4.232
H 33.774 -18.449 4.012
N 28.205 -20.654 3.013
H 25.727 -10.988 7.169
H 29.819 -21.725 2.268
C 31.380 -10.845 10.587
H 29.033 -14.225 9.326
N 25.177 -9.680 1.220
H 29.847 -14.771 0.964
H 27.878 -19.912 8.358
C 32.432 -17.998 5.648
H 25.168 -15.710 2.491
C 35.237 -15.197 9.899
H 22.436 -14.102 7.958
H 35.661 -11.796 3.011
C 28.868 -14.119 3.683
H 20.763 -12.815 -0.646
H 31.249 -12.089 8.809
C 30.975 -12.119 9.864
H 32.834 -18.904 6.095
H 30.121 -9.806 12.073
```



Total energy
In order: -190081.803 -7804.426 -70891.707 -137246.725 -136727.019 -16092.974 -212769.865
Unit: eV